The following is a quantum chemistry calculation of a 6-piece molecular cluster, C16H38Br8N2O2 overall in a non-equilibrium geometry, from the OMol25 dataset.

The geometry in ORCA input format:
```
! RIJCOSX wB97M-V def2-TZVPD def2/J DEFGRID3
* xyz 0 1
C 25.996 -1.508 -22.197
O 24.573 -1.451 -22.274
C 23.973 -0.205 -22.662
C 22.545 -0.379 -23.228
C 22.469 -1.316 -24.351
N 21.986 0.826 -23.758
H 26.555 -2.308 -21.712
H 26.268 -0.615 -21.635
H 26.509 -1.418 -23.155
H 24.118 0.546 -21.886
H 24.636 0.121 -23.463
H 22.060 -0.709 -22.309
H 22.657 -2.359 -24.095
H 23.197 -1.108 -25.135
H 21.493 -1.377 -24.832
H 22.339 1.681 -23.352
H 20.986 0.959 -23.707
C 17.357 -6.553 -26.738
O 16.213 -6.543 -25.928
C 15.427 -5.358 -26.117
C 14.161 -5.334 -25.282
C 14.604 -5.392 -23.777
N 13.319 -6.541 -25.531
H 17.817 -7.541 -26.761
H 18.160 -5.902 -26.393
H 17.063 -6.427 -27.780
H 16.022 -4.449 -26.031
H 15.003 -5.332 -27.121
H 13.500 -4.486 -25.460
H 14.943 -6.374 -23.447
H 13.709 -5.231 -23.177
H 15.388 -4.676 -23.529
H 13.802 -7.326 -25.119
H 13.241 -6.678 -26.529
Br 15.482 10.769 -22.573
C 15.865 8.924 -23.146
C 15.020 8.478 -24.271
Br 15.335 6.542 -24.554
H 15.821 8.377 -22.205
H 16.924 8.961 -23.400
H 15.114 9.133 -25.137
H 13.969 8.578 -23.998
Br 9.948 0.152 -19.493
C 9.239 2.019 -19.434
C 10.468 2.838 -19.185
Br 10.173 4.786 -19.145
H 8.450 2.108 -18.688
H 8.700 2.299 -20.340
H 11.202 2.544 -19.935
H 10.932 2.473 -18.269
Br 17.251 1.450 -27.788
C 18.684 2.213 -28.914
C 20.031 2.503 -28.101
Br 21.232 3.597 -29.236
H 18.337 3.193 -29.241
H 18.836 1.638 -29.827
H 20.563 1.567 -27.930
H 20.012 3.103 -27.191
Br 11.903 1.550 -23.604
C 13.483 0.385 -23.984
C 14.693 0.906 -23.273
Br 16.311 -0.340 -23.337
H 13.692 0.399 -25.054
H 13.169 -0.612 -23.676
H 14.457 0.962 -22.210
H 14.768 1.819 -23.863
*
```

LUMO = 0.0 eV
gap between HOMO and LUMO = 0.345 Eh
HOMO = -9.3 eV
F_max = 3.11 eV Å⁻¹

***

The following is a quantum chemistry calculation of C16H38CdN5O6 as an isolated structure in a non-equilibrium geometry, from the OMol25 dataset.

The geometry in ORCA input format:
```
! RIJCOSX wB97M-V def2-TZVPD def2/J DEFGRID3
* xyz 1 1
Cd -0.440 -0.248 0.136
C -2.489 -2.807 0.342
O -1.611 -1.804 0.720
H -3.061 -3.156 1.202
H -3.254 -2.425 -0.334
H -1.954 -3.620 -0.149
C -0.482 -2.006 -3.688
C -0.887 -0.703 -3.103
O -0.670 -0.499 -1.939
N -1.310 0.213 -3.989
C -1.786 1.598 -3.632
H -0.444 -1.964 -4.776
H -1.183 -2.828 -3.540
H 0.440 -2.433 -3.294
H -1.299 0.035 -4.983
H -1.520 2.288 -4.432
H -1.336 1.894 -2.685
H -2.864 1.756 -3.603
C -3.979 1.096 -0.961
C -3.030 1.525 0.089
O -1.832 1.232 -0.064
N -3.599 2.009 1.223
C -2.817 2.350 2.441
H -3.453 0.264 -1.430
H -4.124 1.892 -1.692
H -4.955 0.865 -0.532
H -4.605 2.057 1.309
H -3.100 3.319 2.852
H -1.753 2.584 2.393
H -2.847 1.612 3.243
C 2.512 0.292 2.546
C 1.040 0.279 2.891
O 0.256 0.476 2.003
N 0.668 -0.009 4.163
C 1.412 -0.673 5.188
H 3.141 -0.338 3.176
H 3.022 1.252 2.472
H 2.677 -0.143 1.560
H -0.337 -0.102 4.186
H 1.950 -1.524 4.769
H 0.725 -1.218 5.836
H 2.030 0.065 5.698
C 2.755 -2.315 -1.980
C 1.938 -2.322 -0.741
O 1.231 -1.343 -0.425
N 2.011 -3.447 0.007
C 1.296 -3.723 1.267
H 3.796 -2.399 -1.668
H 2.656 -1.431 -2.611
H 2.405 -3.175 -2.551
H 2.498 -4.270 -0.319
H 1.106 -2.798 1.813
H 1.954 -4.342 1.876
H 0.383 -4.295 1.101
C 2.504 1.810 -2.103
C 1.760 2.078 -0.876
O 0.921 1.271 -0.416
N 2.042 3.234 -0.345
C 1.338 3.807 0.895
H 3.133 0.919 -2.112
H 3.210 2.623 -2.274
H 1.797 1.838 -2.932
H 2.756 3.809 -0.768
H 2.044 4.463 1.404
H 1.007 2.990 1.537
H 0.607 4.562 0.606
*
```

LUMO = -1.7 eV
gap between HOMO and LUMO = 0.281 Eh
HOMO = -9.4 eV
F_max = 4.23 eV Å⁻¹

***

The following is a quantum chemistry calculation of C16H38ClLuNPSn as an isolated structure in a non-equilibrium geometry, from the OMol25 dataset.

The geometry in ORCA input format:
```
! RIJCOSX wB97M-V def2-TZVPD def2/J DEFGRID3
* xyz 0 1
Lu 1.213 -0.283 -2.128
Cl 0.245 -0.092 -4.324
C 2.607 -2.079 -2.049
H 2.650 -2.586 -1.078
H 3.630 -1.799 -2.347
H 2.203 -2.774 -2.803
Sn 3.794 2.924 -2.490
C 2.357 4.446 -3.055
C 4.648 2.088 -4.296
C 2.837 1.414 -1.333
H 5.588 1.594 -4.018
H 3.949 1.365 -4.733
H 4.862 2.900 -5.001
H 2.194 5.088 -2.178
H 2.771 5.052 -3.872
H 1.415 3.972 -3.360
H 3.590 0.650 -1.053
H 2.515 1.872 -0.384
C 0.593 -2.840 1.288
C 0.119 -1.510 1.923
C -0.617 -1.837 3.233
C 1.372 -0.666 2.221
P -0.985 -0.554 0.702
N -0.176 -0.512 -0.660
C -2.600 -1.461 0.338
C -3.591 -1.295 1.501
C -3.205 -0.912 -0.974
C -2.356 -2.965 0.130
C -1.289 1.231 1.248
C -0.063 2.093 0.911
C -2.465 1.844 0.469
C -1.580 1.340 2.755
H 1.482 -3.194 1.838
H 0.884 -2.697 0.237
H -0.168 -3.630 1.346
H 0.106 -2.329 3.904
H -0.985 -0.942 3.749
H -1.453 -2.536 3.086
H 1.901 -0.378 1.299
H 1.150 0.231 2.812
H 2.066 -1.284 2.813
H -3.896 -0.254 1.666
H -4.494 -1.870 1.242
H -3.196 -1.707 2.440
H -2.423 -0.789 -1.735
H -3.944 -1.634 -1.352
H -3.724 0.042 -0.835
H -1.561 -3.143 -0.605
H -2.133 -3.492 1.067
H -3.284 -3.403 -0.268
H 0.146 2.064 -0.167
H -0.280 3.139 1.177
H 0.843 1.792 1.446
H -3.437 1.423 0.746
H -2.510 2.919 0.701
H -2.321 1.754 -0.614
H -2.416 0.702 3.071
H -0.703 1.123 3.378
H -1.870 2.381 2.973
*
```

LUMO = -2.4 eV
gap between HOMO and LUMO = 0.187 Eh
HOMO = -7.5 eV
F_max = 3.26 eV Å⁻¹

***

The following is a quantum chemistry calculation of C16H38NO11S2 as an isolated structure, from the OMol25 dataset.

The geometry in ORCA input format:
```
! RIJCOSX wB97M-V def2-TZVPD def2/J DEFGRID3
* xyz -1 1
C 0.879 -2.109 0.161
C 0.902 -1.468 -1.218
O 1.063 -0.047 -1.221
C 0.327 0.639 -0.255
S -1.494 0.506 -0.247
O -1.912 1.889 -0.097
O -1.866 -0.361 0.856
N -1.916 -0.030 -1.679
S -2.651 -1.450 -1.784
C -4.134 -1.311 -0.793
O -3.080 -1.591 -3.157
O -1.900 -2.560 -1.241
H 1.638 -1.668 0.812
H 1.140 -3.164 0.046
H -0.102 -2.063 0.632
H 0.021 -1.775 -1.785
H 1.770 -1.867 -1.752
H 0.646 0.412 0.767
H 0.491 1.702 -0.428
H -4.009 -1.984 0.054
H -4.975 -1.634 -1.402
H -4.254 -0.292 -0.436
C 4.995 -0.826 -0.695
O 5.041 -1.263 -2.034
C 4.615 -0.278 -2.964
C 5.369 -0.403 -4.266
O 6.715 0.052 -4.223
C 7.683 -0.759 -3.585
C 8.130 -1.959 -4.390
O 7.149 -2.978 -4.400
C 7.126 -3.731 -5.588
H 3.962 -0.701 -0.351
H 5.482 -1.585 -0.085
H 5.537 0.120 -0.572
H 4.760 0.728 -2.555
H 3.545 -0.422 -3.160
H 4.877 0.258 -4.983
H 5.303 -1.422 -4.654
H 7.363 -1.062 -2.586
H 8.556 -0.111 -3.475
H 9.051 -2.355 -3.937
H 8.360 -1.635 -5.412
H 7.054 -3.083 -6.469
H 6.245 -4.369 -5.552
H 8.018 -4.363 -5.683
C -8.053 1.032 5.249
O -7.155 2.028 4.831
C -6.415 2.607 5.890
C -5.029 3.027 5.451
O -4.115 1.964 5.280
C -4.215 1.168 4.100
C -3.695 1.820 2.843
O -4.594 2.827 2.389
C -3.946 3.910 1.757
H -8.882 1.451 5.833
H -8.456 0.561 4.354
H -7.547 0.266 5.849
H -6.323 1.901 6.725
H -6.949 3.499 6.249
H -4.613 3.621 6.270
H -5.080 3.665 4.565
H -5.234 0.803 3.956
H -3.576 0.304 4.296
H -3.581 1.057 2.071
H -2.706 2.247 3.039
H -3.153 4.320 2.395
H -4.698 4.684 1.596
H -3.510 3.614 0.800
*
```

LUMO = 2.5 eV
gap between HOMO and LUMO = 0.309 Eh
HOMO = -6.0 eV
F_max = 0.74 eV Å⁻¹

***

> What is the formula in the second record?

C16H38CdN5O6